C21H26N2O5 | the ωB97M-V functional and the def2-TZVPD basis

Computed properties:
LUMO energy	0.5	eV
energy	-1301.561441	hartree
SMILES	COC[C@H](C)n1c(C)cc(C(=O)COC(=O)CNC(=O)c2ccccc2)c1C

The geometry in XYZ format:
```
54
Properties=species:S:1:pos:R:3:mulliken_charge:R:1
C -3.85582 -3.15265 0.15927 -0.8225
H 0.31231 0.11064 3.64947 0.4818
H -3.75293 -4.20552 -0.12038 0.3176
H 3.88007 0.44499 4.22541 0.3160
O -2.06626 -3.60878 1.72349 -0.6237
O -5.72802 -1.42405 -0.95838 -0.6803
H 1.03602 -0.73587 -1.12587 0.2931
C 1.84806 -0.25829 0.74891 0.4759
H 5.96501 -0.23275 0.48046 0.4577
C 0.68493 -0.41155 1.50735 0.6354
C 4.16208 0.66508 1.21472 -0.0246
H 1.57989 2.33259 0.08950 0.2281
C -4.58246 -1.39102 -1.36721 0.5456
C -2.82560 -2.82156 1.22462 0.7345
O -2.85127 -1.51347 1.50844 -0.2921
H 3.43342 2.07343 3.69743 0.3190
H -2.67804 -2.14107 -1.24264 0.2115
N 2.80004 0.28811 1.54728 0.4245
H 2.54398 -1.56641 -0.78038 0.2879
C -3.39263 1.46614 -4.30842 -0.3644
C -1.68249 -0.99895 2.11451 -0.8658
H -4.87057 -2.95926 0.52312 0.3996
H 4.65948 -0.23853 -0.69663 0.3392
H 4.63239 -1.37218 0.66675 0.3721
H 2.41744 3.88146 -0.19631 0.3667
N -3.64112 -2.28385 -0.97337 -0.1988
C -2.82773 0.10179 -2.41314 -0.0249
C -0.56868 -0.95116 1.05602 0.9382
H -5.41051 1.31215 -5.00838 0.3838
C -4.68645 0.97180 -4.28275 -0.5297
H -1.46456 1.43263 -3.38031 0.4529
O -0.80633 -1.35791 -0.06911 -0.7917
C 0.97877 0.07806 2.81195 -1.1608
C 4.22670 2.07583 0.58215 -0.7068
C 2.29045 2.85483 -0.55897 -0.6316
H 2.38386 1.17802 4.79696 0.3946
C -2.46981 1.03621 -3.36915 -0.8369
C -4.12297 -0.40733 -2.39141 0.3828
H -1.92742 0.00250 2.46948 0.4789
H -1.36517 -1.63632 2.94696 0.4766
H 3.85666 2.81730 1.30049 0.3925
O 3.53128 2.19075 -0.63778 -0.3968
H -2.10100 -0.20470 -1.67496 0.5000
C 4.89310 -0.36444 0.35439 -1.6361
H 5.27977 2.29377 0.37073 0.4430
H 1.89714 2.88104 -1.57331 0.2251
H 4.69420 0.73514 2.16902 0.3094
H 2.57004 0.14926 -1.21950 0.3386
H -6.05791 -0.34242 -3.27890 0.4460
C 2.01960 -0.61631 -0.68060 -1.4489
C -5.05159 0.04608 -3.32363 -0.5635
C 2.27171 0.49999 2.80845 0.6106
H -3.10512 2.19228 -5.05499 0.3800
C 3.04407 1.08445 3.93918 -1.7593
```